Below is a molecular structure, C21H38F7KMgN4NaO17P2S3 at a distorted geometry, with properties calculated with the ωB97M-V functional and the def2-TZVPD basis.

The LUMO energy comes out at -4.568 eV. The value obtained for the highest occupied orbital energy is -7.15 eV. As for the calculated total energy: -159439.25684 eV. The value obtained for the frontier orbital gap is 2.59 eV. Its charge is +1.

Last column: Löwdin charge in e.
Atoms and positions in Å:
K  -5.00  -7.61  0.00  1.0278
S  4.81  -1.88  -0.76  0.5313
S  6.70  -0.01  -0.85  0.5155
S  -3.94  -8.35  -3.30  0.5862
P  -1.78  -2.46  2.74  0.8321
P  -5.45  -1.05  -3.52  -0.1033
Mg  1.23  4.72  -5.34  0.6015
Na  4.53  -4.37  0.17  0.7566
F  5.67  -2.54  0.49  -0.2245
F  -1.35  -4.59  -2.40  0.0971
F  -2.58  -2.51  -4.18  0.1363
F  1.63  -2.12  -2.05  0.2154
F  7.60  0.35  -2.06  -0.1198
F  -2.10  -1.20  -2.48  0.0954
F  -0.16  -3.14  -3.54  0.1495
O  5.93  1.15  -0.56  -0.2329
O  -1.33  0.68  6.82  -0.1519
O  -3.14  -1.66  2.48  -0.2510
O  1.64  3.97  4.02  -0.1035
O  4.30  -3.09  -1.37  -0.3407
O  -3.80  -7.99  -1.91  -0.4739
O  -6.78  -0.46  -3.06  -0.2144
O  -4.85  -1.87  -2.38  -0.2125
O  0.45  3.27  -2.71  -0.2308
O  -4.80  -9.41  -3.65  -0.1721
O  -5.79  -1.89  -4.74  -0.2107
O  7.56  -0.56  0.13  -0.2408
O  -4.33  -7.06  -4.10  -0.1611
O  3.81  -1.12  -0.07  -0.2755
O  1.55  2.46  -0.07  -0.2009
O  -4.45  -0.01  -3.99  -0.1035
O  -2.50  -8.55  -3.88  -0.1681
N  5.83  -1.17  -1.61  -0.2502
N  1.96  7.55  -3.33  0.1384
N  1.20  -1.80  0.11  0.2094
N  -2.43  -4.05  2.60  -0.1700
C  -3.16  -6.47  -4.71  -0.1098
C  0.20  2.48  6.68  -0.1768
C  0.78  -2.23  -1.08  -0.2048
C  -1.05  -3.26  -2.53  -0.3960
C  0.21  2.28  -0.50  -0.2080
C  3.19  5.84  3.83  -0.0860
C  -0.48  -2.75  -1.24  -0.0002
C  0.12  2.10  -2.00  -0.1973
C  0.44  -1.86  1.22  -0.0382
C  1.00  7.57  -3.96  -0.3643
C  -0.08  1.05  6.24  -0.2169
C  -1.71  1.64  7.81  -0.1999
C  2.08  5.18  4.63  -0.3200
C  -2.34  -2.48  -2.86  -0.3508
C  -1.28  -2.79  -0.11  0.0583
C  1.86  3.81  0.25  -0.0909
C  -0.21  7.54  -4.76  -0.1365
C  1.75  3.26  -3.25  -0.2479
C  -0.48  2.51  8.05  -0.1620
C  -2.29  -7.67  -5.02  -0.1082
C  -0.82  -2.37  1.13  -0.2845
H  1.95  4.28  -3.61  -0.0846
H  -1.24  -7.42  -5.11  0.1416
H  4.06  5.19  3.76  0.0752
H  2.85  6.06  2.82  0.0723
H  3.50  6.78  4.30  0.0774
H  -0.12  8.22  -5.61  0.0873
H  -2.29  -3.18  -0.19  0.1359
H  2.51  3.01  -2.50  0.1027
H  2.16  -1.40  0.19  0.1236
H  -2.69  -5.81  -3.98  0.1142
H  0.69  0.36  6.60  0.1149
H  -0.29  3.18  6.00  0.1113
H  -2.54  2.24  7.41  0.1174
H  2.42  4.98  5.65  0.1049
H  0.86  -1.52  2.15  0.1357
H  1.26  2.71  6.70  0.1057
H  -0.73  3.51  8.39  0.1137
H  -1.63  -4.63  2.36  0.0296
H  -0.38  6.51  -5.14  -0.0560
H  -1.06  7.84  -4.14  0.0858
H  -3.18  -0.86  3.02  0.0688
H  -0.15  0.95  5.15  0.1063
H  -0.15  1.36  -0.02  0.1099
H  -2.99  -4.02  1.75  0.0202
H  1.83  2.56  -4.09  0.0540
H  2.93  3.88  0.41  0.0930
H  1.21  5.83  4.68  0.1139
H  -0.42  3.11  -0.16  0.1328
H  0.17  2.05  8.80  0.1141
H  -3.19  -2.88  -2.33  0.1242
H  -0.91  1.85  -2.26  0.1333
H  1.34  4.08  1.18  0.0795
H  -3.44  -5.90  -5.59  0.1535
H  1.57  4.50  -0.54  0.0893
H  0.76  1.26  -2.30  0.1204
H  -2.62  -8.19  -5.92  0.1427
H  -2.05  1.13  8.70  0.1165
H  2.39  3.38  3.97  0.0795